DFT (ωB97M-V/def2-TZVPD) results for a cluster of 2 separate species, C5H3NO in total at a distorted geometry.

Computed properties:
LUMO level (alpha / beta): -1.5 / -3.2 eV
HOMO (alpha / beta): -10.080 / -9.666 eV
Energy relative to the best compared isomer or geometry (same formula, charge and spin): 868.1 kJ/mol
Orbital gap (alpha / beta): 8.6 / 6.5 eV

Structure (ORCA input):
```
! wB97M-V def2-TZVPD RIJCOSX def2/J DEFGRID3
* xyz 0 1
C -1.82 -0.49 2.25
C -0.94 -0.23 1.35
C -0.01 0.04 0.31
C 1.32 0.25 0.40
O 1.85 0.39 -0.82
N 0.89 0.28 -1.77
C -0.24 0.09 -1.12
H -1.83 -1.21 -0.40
H 1.98 0.33 1.25
H -1.07 0.58 -1.62
*
```

Here are the natural (NBO) charges for atoms 1 to 2, given in e: 0.069, -0.174